w.
This record from the Open Molecules 2025 dataset describes a structure of composition C26H35N9S2V. The level of theory is the ωB97M-V functional and the def2-TZVPD basis.

net charge = 0
frontier orbital gap (spin up / spin down) = 5.32 / 4.77 eV
HOMO (spin up / spin down) = -5.130 / -4.578 eV
⟨S²⟩ = 0.756
2S+1 = 2

Element x y z (Å)
C1 -1.31 -4.33 2.09
N1 0.43 -5.10 3.26
N2 -1.14 0.79 -2.17
H1 1.71 4.52 -1.10
N3 0.04 -4.37 2.19
H2 5.04 0.95 -4.17
H3 1.55 3.41 1.16
C2 -3.35 0.78 2.17
H4 -3.24 0.76 -1.90
C3 1.14 -0.33 1.61
H5 0.94 -4.32 0.29
V1 0.74 1.38 -0.87
H6 0.43 2.39 2.80
H7 -2.29 1.99 3.62
C4 -3.54 -4.00 1.43
H8 -2.42 -0.72 -1.50
H9 -0.41 -2.82 -1.43
H10 -2.33 1.93 -3.56
C5 3.56 0.70 -2.58
C6 0.79 -1.72 -0.01
H11 -1.88 -3.16 0.34
H12 1.34 0.63 2.06
C7 -0.21 2.90 2.08
N4 0.57 3.29 0.93
C8 -3.37 0.37 0.86
N5 0.28 3.27 -1.89
C9 1.05 -3.87 1.27
H13 3.88 -0.34 -4.45
N6 -1.34 1.54 0.44
H14 -0.74 0.02 -2.68
H15 -4.28 -3.60 0.74
C10 0.58 -2.37 -1.33
C11 -2.21 -3.76 1.19
H16 -1.80 3.36 -1.58
H17 5.79 2.48 -1.19
C12 -2.33 1.62 2.60
H18 -3.40 -5.86 4.30
C13 0.05 4.47 0.22
N7 -0.60 -5.51 3.88
C14 -2.34 0.36 -1.44
C15 -1.10 3.26 -2.41
N8 0.89 -0.43 0.24
H19 -1.04 4.38 0.18
C16 4.03 1.27 -1.46
H20 0.30 5.40 -1.71
C17 -1.73 -5.07 3.19
H21 -1.29 4.08 -3.11
H22 -0.64 3.76 2.62
S1 1.80 0.67 -2.88
H23 -0.60 1.82 -3.90
C18 -3.98 -4.74 2.55
C19 5.51 1.42 -1.19
C20 -3.08 -5.28 3.44
N9 0.98 -2.43 1.14
C21 1.18 -1.55 2.19
C22 -2.34 0.77 0.02
C23 -1.33 1.93 -3.11
H24 1.36 -1.87 3.20
H25 6.12 0.90 -1.93
H26 -4.12 0.47 2.86
H27 2.00 -4.17 1.69
H28 -5.04 -4.90 2.70
H29 -4.17 -0.25 0.48
C24 4.47 0.15 -3.68
H30 0.92 3.14 -2.67
S2 2.95 1.96 -0.24
H31 0.28 5.41 0.73
C25 0.63 4.51 -1.18
H32 5.19 -0.57 -3.29
H33 0.73 -1.61 -2.10
H34 5.76 1.03 -0.20
H35 1.33 -3.15 -1.51
C26 -1.34 1.98 1.69

x.
This record from the Open Molecules 2025 dataset describes a structure of composition C26H35N9S2V. The level of theory is the ωB97M-V functional and the def2-TZVPD basis.

net charge = 0
frontier orbital gap (spin up / spin down) = 5.49 / 5.81 eV
HOMO (spin up / spin down) = -5.078 / -5.390 eV
⟨S²⟩ = 0.813
2S+1 = 2

Element x y z (Å)
C1 -3.66 0.33 -0.25
C2 -2.72 -2.96 -1.40
H1 -8.23 -5.41 2.21
H2 2.17 -3.08 -0.35
H3 -0.45 2.76 -1.51
H4 0.96 -2.16 -2.82
H5 -4.70 -3.81 -2.00
C3 -6.79 -4.13 3.18
C4 -3.50 -1.05 -0.79
H6 4.13 0.03 1.13
C5 -1.79 0.16 4.30
C6 -1.21 0.59 2.97
C7 -5.91 -3.04 3.05
H7 2.17 3.17 -3.47
N1 2.02 -0.18 1.44
C8 2.45 2.61 -2.58
C9 -7.44 -3.88 0.92
H8 -2.74 0.67 4.50
C10 4.07 1.83 -1.00
N2 -2.38 -1.73 -0.89
H9 -0.20 2.24 -3.19
H10 -5.32 -2.74 3.90
C11 -4.06 -3.03 -1.63
C12 -1.09 3.02 3.65
H11 -1.14 -1.04 -2.74
H12 -1.60 2.73 4.57
H13 -1.56 0.78 -1.61
N3 -8.05 -4.07 -0.30
H14 -5.09 -1.52 1.77
N4 -7.61 -3.20 -1.12
H15 0.06 -1.99 -0.56
C13 -0.92 1.87 2.69
C14 3.04 1.25 -0.28
C15 -5.95 -1.44 -1.25
H16 -1.64 3.82 3.17
H17 -6.06 -0.44 -0.84
C16 3.78 2.53 -2.17
H18 1.86 -0.68 -2.48
C17 -7.56 -4.57 2.12
C18 -5.77 -2.35 1.86
S1 -0.98 -0.69 1.79
H19 -6.85 -4.64 4.13
C19 2.10 -1.99 -0.23
C20 0.01 2.00 -2.14
C21 -0.27 -0.39 -2.70
N5 0.88 -1.43 -0.81
H20 3.30 1.43 1.80
C22 0.94 -1.22 -2.25
H21 -1.97 -3.72 -1.56
N6 -0.55 0.70 -1.73
H22 -0.10 0.01 -3.70
C23 3.21 0.62 1.08
H23 5.09 1.75 -0.65
N7 -4.55 -1.80 -1.24
H24 -3.91 1.05 -1.05
N8 -6.72 -2.39 -0.50
H25 -6.36 -1.46 -2.26
H26 -4.46 0.37 0.48
V1 0.40 0.35 0.15
C24 -6.56 -2.79 0.80
N9 1.76 1.28 -0.72
H27 2.96 -1.55 -0.74
H28 1.35 -2.12 1.78
H29 3.12 -2.01 1.68
H30 -0.10 3.42 3.91
C25 1.48 1.98 -1.85
H31 1.74 0.00 2.39
H32 4.57 3.00 -2.74
H33 -1.97 -0.91 4.31
S2 -0.27 2.34 1.13
C26 2.17 -1.64 1.26
H34 -2.74 0.62 0.25
H35 -1.11 0.40 5.12

It turns out w is the most stable, with the second structure 0.0022 hartree higher.

w.
This record from the Open Molecules 2025 dataset describes the molecule C28H33N5O6S. The level of theory is the ωB97M-V functional and the def2-TZVPD basis.

net charge = 0
SMILES string = CCc1ccccc1N(C(=O)c1snc(C(N)=O)c1N)[C@H](C(=O)NC[C@@H]1CCCO1)c1ccc(OC)c(OC)c1
frontier orbital gap = 7.97 eV
HOMO = -7.991 eV
2S+1 = 1

Element x y z (Å)
H1 1.37 5.96 -1.00
C1 0.33 -2.78 0.73
H2 -1.63 3.65 -2.52
H3 -0.53 -1.85 -4.50
O1 4.28 -1.14 2.64
N1 -4.33 0.49 1.66
C2 -0.65 3.72 -2.03
H4 -0.81 5.86 -1.91
H5 6.45 -1.98 -1.21
C3 -0.34 -1.25 -1.18
C4 0.34 5.67 0.90
H6 -1.70 5.51 1.74
C5 3.71 -0.58 3.80
H7 -6.66 -3.22 -0.25
C6 -6.38 -1.54 0.88
N2 -0.46 2.57 -1.18
H8 0.22 6.75 0.94
C7 1.93 -0.02 0.01
H9 -8.06 -2.69 0.67
C8 -0.36 -2.03 -3.45
C9 -1.02 4.99 1.05
H10 7.00 -3.23 -0.08
C10 -4.05 -0.49 0.79
H11 0.28 -4.06 -3.73
C11 3.66 -0.91 1.45
O2 5.43 -2.19 0.58
S1 -2.98 -2.11 -0.86
H12 -0.91 3.95 1.39
H13 0.44 1.27 0.84
C12 -2.83 -0.71 0.15
C13 4.29 -1.49 0.32
C14 2.55 -0.58 -1.08
H14 -5.28 0.55 2.00
H15 -0.90 -0.04 -2.86
C15 -1.68 0.16 0.32
N3 -7.10 -2.58 0.40
C16 2.50 -0.19 1.28
C17 -0.57 -1.02 -2.53
N4 -4.53 -2.38 -0.46
C18 0.10 -2.49 -0.73
O3 1.53 1.93 -2.04
H16 4.19 -1.72 -1.81
H17 5.52 -3.49 -1.04
H18 1.36 -3.12 0.86
H19 2.70 -0.96 3.99
C19 0.10 -3.27 -3.02
H20 1.04 5.36 1.67
H21 0.68 -4.45 -1.35
C20 0.32 -3.49 -1.67
H22 4.37 -0.87 4.62
C21 0.64 1.80 -1.22
O4 -1.78 1.19 1.00
H23 3.68 0.52 3.74
C22 0.75 5.22 -0.50
H24 -1.66 -3.50 1.19
H25 -1.12 2.46 -0.42
H26 0.14 3.71 -2.78
C23 -4.99 -1.50 0.40
O5 -6.83 -0.72 1.66
C24 -0.59 5.03 -1.22
H27 2.01 0.26 2.13
C25 6.12 -2.75 -0.51
N5 -0.51 -0.16 -0.28
C26 0.64 0.74 -0.10
H28 -0.41 -4.04 2.31
H29 1.29 4.28 -0.46
H30 0.21 -1.86 1.31
C27 3.73 -1.30 -0.93
O6 -1.61 5.04 -0.23
H31 2.15 -0.44 -2.07
C28 -0.63 -3.84 1.27
H32 -0.53 -4.77 0.71
H33 -3.63 1.19 1.82

x.
This record from the Open Molecules 2025 dataset describes a structure of composition C28H33N5O6S. The level of theory is the ωB97M-V functional and the def2-TZVPD basis.

net charge = 0
frontier orbital gap = 8.01 eV
HOMO = -7.766 eV
2S+1 = 1

Element x y z (Å)
O1 1.75 -3.46 -1.08
C1 1.74 -2.22 -1.09
C2 -1.37 0.59 -2.60
H1 -4.45 2.59 -4.20
H2 -0.70 0.40 -3.42
H3 1.26 4.72 0.51
H4 -0.19 3.22 1.80
H5 -4.96 -2.31 0.12
C3 0.83 3.35 2.13
H6 1.78 1.39 2.39
N1 1.19 1.59 0.46
H7 5.23 -3.79 0.00
N2 4.31 -3.46 -0.27
H8 1.09 0.38 -1.82
C4 -2.12 -2.59 1.95
H9 -0.26 -3.36 -1.69
C5 6.67 -1.62 -0.27
C6 -1.20 -2.52 0.93
C7 -0.62 -2.35 -1.52
C8 3.11 2.83 1.38
H10 -5.00 0.89 -4.25
C9 -2.21 0.77 2.11
H11 -1.81 -2.70 2.98
H12 0.91 2.21 -0.29
S1 3.42 0.13 -1.34
C10 -4.24 1.59 -4.59
H13 -1.11 -1.99 -2.43
H14 -6.05 -1.67 2.09
C11 5.29 -1.25 -0.62
H15 3.49 -4.04 -0.34
H16 3.61 4.95 1.13
C12 -5.71 -2.60 2.55
C13 0.45 -0.12 -1.07
N3 0.56 -1.55 -1.26
C14 4.19 -2.17 -0.60
H17 -1.61 0.56 3.00
O2 -4.32 -2.58 2.77
O3 -2.95 1.17 -4.23
C15 -2.98 -2.30 -0.65
H18 -6.16 -2.70 3.53
H19 0.84 3.39 3.22
H20 1.18 5.52 2.09
C16 -3.91 -2.37 0.36
N4 4.99 -0.03 -1.01
C17 -2.66 1.03 -2.90
H21 -3.82 1.32 0.25
C18 -3.53 1.28 -1.86
H22 3.36 2.71 0.33
H23 -0.15 -2.56 1.15
C19 1.01 0.27 0.32
H24 8.52 -0.76 -0.13
C20 1.73 2.20 1.65
H25 -4.54 1.62 -2.04
N5 7.55 -0.60 -0.35
H26 -3.09 0.12 2.11
O4 6.98 -2.75 0.07
C21 -3.49 -2.52 1.68
O5 1.33 -0.55 1.16
H27 -6.01 -3.44 1.92
C22 -0.95 0.40 -1.30
H28 7.22 0.30 -0.64
C23 2.98 4.31 1.75
H29 -4.24 1.63 -5.68
C24 1.49 4.61 1.57
C25 -3.12 1.11 -0.55
O6 -1.37 0.52 1.02
H30 -3.32 -2.18 -1.67
H31 -2.54 1.82 2.13
C26 3.01 -1.52 -0.99
C27 -1.62 -2.37 -0.39
C28 -1.84 0.68 -0.24
H32 3.26 4.47 2.79
H33 3.89 2.34 1.96

It turns out w is the most stable, with the second structure 0.0221 hartree higher.

w.
This record from the Open Molecules 2025 dataset describes the molecule C3H3N3. The level of theory is the ωB97M-V functional and the def2-TZVPD basis.

net charge = 0
frontier orbital gap = 8.37 eV
HOMO = -9.380 eV
2S+1 = 1

Element x y z (Å)
N1 -1.10 -0.98 0.40
H1 2.33 0.47 0.03
C1 1.30 0.12 -0.07
H2 -0.78 1.19 0.74
N2 -0.07 -1.66 0.18
C2 -1.04 0.36 -0.10
C3 0.20 0.95 -0.35
H3 -1.96 0.73 -0.53
N3 1.12 -1.18 -0.30

x.
This record from the Open Molecules 2025 dataset describes the molecule C3H3N3. The level of theory is the ωB97M-V functional and the def2-TZVPD basis.

net charge = 0
SMILES string = N=C1N=CC=N1
frontier orbital gap = 9.78 eV
HOMO = -10.608 eV
2S+1 = 1

Element x y z (Å)
C1 1.14 -0.74 0.00
C2 -0.92 -0.29 -0.06
N1 -2.19 -0.28 0.07
H1 -2.57 0.70 -0.11
N2 0.03 -1.34 0.03
N3 -0.24 1.10 -0.07
H2 1.75 1.48 0.30
C3 0.93 0.76 0.04
H3 2.07 -1.38 -0.20

It turns out x is the most stable, with the second structure 0.1599 hartree higher.

w.
This record from the Open Molecules 2025 dataset describes the molecule CH3ClOS2. The level of theory is the ωB97M-V functional and the def2-TZVPD basis.

net charge = 0
SMILES string = OCSSCl
frontier orbital gap = 8.90 eV
HOMO = -9.064 eV
2S+1 = 1

Element x y z (Å)
H1 -1.54 0.97 -0.35
Cl1 0.75 -2.74 0.65
S1 -0.47 -1.74 -0.74
H2 0.65 0.30 1.03
S2 0.70 -0.27 -1.37
C1 0.28 0.89 0.24
H3 0.66 1.91 0.14
O1 -1.02 0.68 0.40

x.
This record from the Open Molecules 2025 dataset describes a cluster of 2 separate species, CH3ClOS2 in total. The level of theory is the ωB97M-V functional and the def2-TZVPD basis.

net charge = 0
frontier orbital gap (spin up / spin down) = 9.11 / 3.90 eV
HOMO (spin up / spin down) = -10.031 / -8.094 eV
2S+1 = 1

Element x y z (Å)
H1 0.48 -0.97 -0.41
H2 -1.18 -0.36 -0.47
H3 -0.56 -0.87 1.06
O1 2.31 -0.32 -0.60
S1 2.22 1.08 -0.25
S2 0.31 1.28 0.36
Cl1 -3.24 0.62 0.16
C1 -0.33 -0.46 0.13

It turns out w is the most stable, with the second structure 0.0818 hartree higher.